Molecular formula: C2H5BrN2O2
Method: DFT, ωB97M-V with the def2-TZVPD basis set

CARTESIAN COORDINATES (ANGSTROEM)
C (0.26992, -1.51457, 0.39981)
C (0.36390, 2.38926, -0.72460)
N (0.29104, -0.41158, -0.51934)
N (1.34160, 0.23072, -0.56026)
O (2.43601, 0.02922, -0.11349)
O (1.19668, 1.45406, -1.30874)
Br (1.25191, 3.43249, 0.67820)
H (-0.33331, -2.31356, -0.01821)
H (1.27146, -1.87114, 0.65338)
H (-0.21627, -1.15364, 1.31459)
H (-0.53070, 1.92488, -0.29459)
H (0.10153, 3.08173, -1.52572)

Multiplicity   3
HOMO-LUMO gap (alpha / beta)   0.2895 / 0.2821 Ha
M   169.0 g/mol
Maximum force   0.1852 Eh/bohr



Molecular formula: C15H28N2O2
Method: DFT, ωB97M-V with the def2-TZVPD basis set

CARTESIAN COORDINATES (ANGSTROEM)
O (-0.61050, -0.71321, -1.68723)
C (-0.74237, -1.29958, -0.63254)
N (0.15071, -1.19353, 0.37919)
H (0.02115, -1.74327, 1.21262)
C (1.34654, -0.39380, 0.28533)
C (2.60459, -1.28478, 0.21282)
N (3.86470, -0.60442, 0.03260)
C (4.00889, 0.09787, -1.22995)
C (5.47774, 0.49625, -1.38670)
O (5.90149, 1.31585, -0.32152)
C (5.72360, 0.65973, 0.91090)
C (4.26002, 0.26528, 1.12434)
H (4.15948, -0.27491, 2.06798)
H (3.65117, 1.18440, 1.16809)
H (6.05438, 1.35884, 1.68097)
H (6.34636, -0.24696, 0.94437)
H (5.62790, 1.07736, -2.29787)
H (6.09508, -0.41380, -1.42367)
H (3.71668, -0.56709, -2.04400)
H (3.39035, 1.00955, -1.27231)
H (2.67938, -1.87179, 1.13486)
H (2.48373, -1.97931, -0.62378)
H (1.25117, 0.19468, -0.62955)
H (1.40436, 0.27872, 1.14729)
C (-1.90902, -2.22224, -0.33132)
H (-2.48853, -2.33153, -1.24738)
H (-1.50765, -3.20451, -0.06666)
C (-2.81908, -1.74603, 0.80815)
H (-2.25388, -1.71868, 1.74416)
H (-3.60312, -2.49905, 0.92655)
C (-3.49306, -0.37923, 0.61175)
C (-2.54319, 0.79745, 0.84209)
C (-3.31009, 2.11559, 0.77298)
C (-3.99085, 2.26098, -0.58425)
C (-4.92198, 1.08036, -0.84099)
C (-4.14614, -0.23160, -0.76265)
H (-4.81835, -1.07283, -0.94878)
H (-3.37334, -0.22913, -1.53238)
H (-5.38332, 1.17875, -1.82582)
H (-5.72187, 1.07850, -0.09571)
H (-4.55293, 3.19671, -0.62206)
H (-3.22881, 2.29292, -1.36576)
H (-4.06473, 2.14094, 1.56361)
H (-2.62581, 2.95082, 0.93751)
H (-2.05834, 0.70161, 1.81755)
H (-1.76870, 0.80207, 0.07581)
H (-4.28381, -0.31392, 1.37134)

HOMO-LUMO gap   0.3379 Ha
M   268.4 g/mol
Maximum force   0.0110 Eh/bohr



In the order shown, the computed ΔE to the lowest compared entry with this formula, charge and spin values come out to 388.0 22.6 kJ/mol.
In the order shown, the computed electronic energy values come out to -2912.934459 -848.362172 a.u..